a.
DFT (the ωB97M-V functional and the def2-TZVPD basis) results for a 2-piece molecular cluster, C6H15NO overall.

Values from the calculation:
SMILES string: CC(C)(N)C=O.CC
Frontier orbital gap: 10.4 eV
Molar mass: 117.19 g/mol
Total charge: 0

Geometry (Å):
C 0.564 -0.678 1.228
C 1.280 -1.591 2.222
C 1.147 0.734 1.270
N -0.874 -0.600 1.539
C 0.735 -1.288 -0.169
O 0.057 -2.220 -0.596
H -1.308 -1.490 1.276
H -1.014 -0.500 2.543
H 1.569 -0.886 -0.771
H 0.629 1.406 0.576
H 2.356 -1.628 2.012
H 0.905 -2.620 2.161
H 1.152 -1.245 3.253
H 2.205 0.734 0.982
H 1.073 1.169 2.273
C -1.446 1.005 -1.812
C -1.181 1.672 -3.140
H -1.040 0.922 -3.924
H -2.018 2.317 -3.420
H -1.878 1.709 -1.095
H -2.130 0.159 -1.925
H -0.508 0.635 -1.400
H -0.275 2.284 -3.085

Results of the Mulliken charge analysis, in e, for atoms 1 through 2: 1.641, -1.747

=====

b.
DFT (the ωB97M-V functional and the def2-TZVPD basis) results for a 2-piece molecular cluster, C6H15NO overall.

Values from the calculation:
SMILES string: [H]/N=C\C(C)C.CCO
Frontier orbital gap: 10.2 eV
Molar mass: 117.19 g/mol
Total charge: 0

Geometry (Å):
C -0.523 0.587 -1.060
C -1.057 0.310 -2.454
C -0.945 1.958 -0.557
C -1.119 -0.541 0.011
N -1.268 -1.802 -0.248
H 0.571 0.536 -1.087
H -0.590 -2.116 -0.946
H -1.769 -0.104 0.779
H -2.142 0.168 -2.430
H -0.608 -0.602 -2.862
H -0.831 1.133 -3.139
H -0.457 2.197 0.393
H -2.024 2.001 -0.383
H -0.668 2.742 -1.271
C 1.088 -1.036 1.571
C 1.886 0.125 2.113
O 1.904 -2.139 1.298
H 1.342 -2.776 0.813
H 0.287 -1.331 2.255
H 0.653 -0.574 0.490
H 2.718 0.371 1.446
H 1.256 1.017 2.172
H 2.295 -0.124 3.097

Results of the Mulliken charge analysis, in e, for atoms 1 through 2: 0.768, -1.483

=====

Which of them is the most stable, and which is the least stable? a and b, in that order.

=====

a.
DFT (the ωB97M-V functional and the def2-TZVPD basis) results for one molecule with the formula C9H14N2O5.

Values from the calculation:
SMILES string: O=C(O)C[C@H](NC(=O)[C@@H]1CCCN1)C(=O)O
Frontier orbital gap: 9.9 eV
Molar mass: 230.22 g/mol
Total charge: 0

Geometry (Å):
C 1.772 0.796 -0.892
C 0.968 1.019 0.387
C 1.222 1.693 -2.008
C 0.126 0.828 -2.604
C 0.759 -0.578 -2.583
C -0.729 0.017 1.847
C -0.264 0.319 3.281
C -1.533 -1.276 1.820
C -2.173 -1.568 0.477
H 2.529 -1.017 -1.538
H 2.804 1.040 -0.621
H 1.999 1.924 -2.754
H 0.876 2.642 -1.637
H -0.784 0.812 -1.961
H -0.162 1.097 -3.631
H 1.361 -0.762 -3.455
H 0.032 -1.387 -2.547
H 0.467 -0.911 0.317
H -1.390 0.868 1.507
H -0.879 -2.110 2.076
H -2.301 -1.203 2.599
H -3.037 -3.046 1.343
H 0.586 1.861 2.565
N 1.609 -0.583 -1.367
N 0.390 -0.069 0.919
O 0.847 2.148 0.889
O -0.579 -0.388 4.215
O -2.014 -0.922 -0.526
O -2.964 -2.660 0.453
O 0.461 1.417 3.429

Results of the Mulliken charge analysis, in e, for atoms 1 through 2: 0.583, 0.090

=====

b.
DFT (the ωB97M-V functional and the def2-TZVPD basis) results for one molecule with the formula C9H14N2O5.

Values from the calculation:
SMILES string: N[C@@H](CC(=O)O)C(=O)N1CCC[C@H]1C(=O)O
Frontier orbital gap: 9.8 eV
Molar mass: 230.22 g/mol
Total charge: 0

Geometry (Å):
C -0.023 -0.591 -1.654
C -0.388 0.806 -0.981
C -0.850 -1.639 -0.978
C -2.234 -1.786 -1.513
C 1.597 0.847 0.791
C 1.514 -0.451 1.601
C 1.906 2.113 1.592
C 0.555 2.410 2.236
C -0.298 2.236 0.998
H 1.864 -0.161 -2.244
H 1.578 -1.734 -2.007
H -0.417 -0.490 -2.684
H -0.369 -2.599 -1.114
H -0.952 -1.413 0.079
H -4.055 -1.975 -1.109
H 2.381 0.722 0.066
H 2.790 1.899 2.241
H 2.124 2.986 0.972
H 0.365 1.630 3.010
H 0.282 3.423 2.704
H -1.308 1.912 1.169
H -0.378 3.212 0.408
H 2.858 -1.598 2.482
N 1.440 -0.832 -1.585
N 0.301 1.251 0.126
O -1.386 1.424 -1.395
O -2.405 -2.017 -2.705
O -3.240 -1.701 -0.605
O 0.520 -0.864 2.132
O 2.807 -0.894 1.784

Results of the Mulliken charge analysis, in e, for atoms 1 through 2: -0.023, 0.174

=====

Which of them is the most stable, and which is the least stable? a and b, in that order.

=====

a.
DFT (the ωB97M-V functional and the def2-TZVPD basis) results for C2HFI2O as an isolated structure.

Values from the calculation:
Frontier orbital gap (spin up / spin down): 7.1 / 7.1 eV
Molar mass: 313.83 g/mol
Total charge: 0

Geometry (Å):
C -0.244 -0.643 0.682
C -0.412 -1.937 -0.019
O -0.903 -0.206 1.634
F 1.179 -0.120 0.749
I -2.097 -3.073 0.218
I 0.985 -2.413 -1.471
H -0.857 -0.181 -0.201

Results of the Mulliken charge analysis, in e, for atoms 1 through 2: 0.712, -0.648

=====

b.
DFT (the ωB97M-V functional and the def2-TZVPD basis) results for one molecule with the formula C2HFI2O.

Values from the calculation:
Frontier orbital gap (spin up / spin down): 6.1 / 6.1 eV
Molar mass: 313.83 g/mol
Total charge: 0

Geometry (Å):
C 0.025 1.192 0.459
C -0.012 0.369 -0.679
O 0.607 2.208 0.545
F 0.910 0.578 -1.679
I 0.107 -3.712 0.755
I -0.988 -1.431 -0.512
H -0.649 0.796 1.112

Results of the Mulliken charge analysis, in e, for atoms 1 through 2: 0.023, 0.041

=====

Which of them is the most stable, and which is the least stable? b and a, in that order.

=====

a.
DFT (the ωB97M-V functional and the def2-TZVPD basis) results for an isolated ion of composition C4H12N4 and charge +2.

Values from the calculation:
Frontier orbital gap (spin up / spin down): 8.0 / 8.0 eV
Molar mass: 116.17 g/mol
Total charge: +2

Geometry (Å):
C 1.433 -0.529 0.386
C 1.660 -2.009 2.217
C -0.812 1.866 -1.299
C 0.471 0.543 0.183
N 0.951 -1.469 1.359
N 0.341 1.185 -0.982
N -1.870 0.593 -1.383
N -1.800 -0.376 -0.330
H 1.445 -1.119 -0.564
H 2.480 -0.255 0.737
H 2.614 -1.649 2.529
H 1.379 -2.836 2.803
H -1.200 2.667 -0.636
H -0.861 2.242 -2.428
H -0.135 0.823 1.036
H -0.025 -1.713 1.493
H 1.007 1.084 -1.750
H -2.827 0.830 -1.328
H -1.606 0.185 -2.260
H -2.645 -0.061 0.218

Results of the Mulliken charge analysis, in e, for atoms 1 through 2: -0.312, -0.109

=====

b.
DFT (the ωB97M-V functional and the def2-TZVPD basis) results for a 2-piece molecular cluster, C4H12N4 overall.

Values from the calculation:
Frontier orbital gap: 6.8 eV
Molar mass: 116.17 g/mol
Total charge: +2

Geometry (Å):
C -1.006 0.164 -1.385
C -0.250 1.045 -3.592
C -0.516 -0.928 2.037
C -0.791 0.279 0.025
N -0.268 0.944 -2.322
N -0.544 -0.816 0.743
N 1.718 -0.622 2.525
N 2.181 0.067 1.618
H -0.913 -0.884 -1.530
H -2.106 0.378 -1.666
H -0.920 0.556 -4.240
H 0.591 1.698 -4.077
H -0.857 -0.088 2.571
H -0.502 -1.911 2.475
H -0.853 1.215 0.548
H 0.552 1.569 -1.981
H -0.686 -1.637 0.256
H 1.330 -0.391 3.443
H 1.678 -1.630 2.520
H 2.125 1.041 1.835

Results of the Mulliken charge analysis, in e, for atoms 1 through 2: -0.653, -0.087

=====

c.
DFT (the ωB97M-V functional and the def2-TZVPD basis) results for a 2-piece molecular cluster, C4H12N4 overall.

Values from the calculation:
Frontier orbital gap: 8.0 eV
Molar mass: 116.17 g/mol
Total charge: +2

Geometry (Å):
C 0.329 1.404 -0.092
C 1.850 0.454 2.924
C 2.840 -0.422 3.363
C -2.873 -0.263 -2.896
N 0.806 1.172 0.973
N 1.419 0.457 1.717
N -0.725 -0.492 -1.796
N -2.017 -1.003 -1.980
H -0.305 2.127 -0.616
H -0.568 0.116 -0.983
H 1.576 1.187 3.746
H 3.785 0.125 3.556
H 3.051 -1.164 2.715
H 2.881 -0.745 4.362
H -3.134 0.758 -2.549
H -2.218 -0.039 -3.802
H -3.843 -0.856 -3.117
H -0.349 -0.147 -2.651
H -0.014 -1.388 -1.695
H -2.493 -1.282 -1.179

Results of the Mulliken charge analysis, in e, for atoms 1 through 2: -0.187, 0.372

=====

Which of them is the most stable, and which is the least stable? a and c, in that order.